[1]
2 unconnected molecules or ions with the total composition C18H27F8N4O2S. Source: OMol25; level of theory: wB97M-V/def2-TZVPD.

## Properties
Net charge: +1
Orbital gap in Ha: 0.2551
E_HOMO in eV: -11.755

Cartesian coordinates (Å):
C  1.066  2.023  -0.703
C  0.050  0.948  -1.032
C  0.583  -0.600  -0.964
C  1.156  -1.246  -2.395
N  0.535  -0.295  -3.402
C  1.143  -0.555  -4.617
S  1.414  -0.882  -6.286
N  0.721  -2.726  -2.426
C  0.468  -2.959  -0.924
N  0.920  -3.956  -0.095
N  -0.391  -1.717  -0.609
O  -1.581  -1.706  -1.271
C  -2.642  -2.237  -0.351
C  -3.997  -2.730  -1.129
C  -3.684  -3.573  -2.534
C  -5.051  -1.544  -1.527
C  -4.752  -0.080  -0.855
C  -3.723  0.788  -1.815
C  -6.203  0.750  -0.914
H  0.791  3.102  -0.339
H  2.212  1.737  -0.863
H  -1.022  1.295  -1.350
H  1.307  -0.596  -0.036
H  2.326  -1.153  -2.204
H  1.507  -3.274  -2.844
H  0.469  -4.267  0.796
H  1.845  -4.410  -0.356
H  -2.154  -3.220  0.119
H  -2.829  -1.519  0.565
H  -4.560  -3.500  -0.426
H  -3.010  -2.982  -3.286
H  -3.306  -4.673  -2.326
H  -4.742  -3.696  -3.064
H  -5.190  -1.506  -2.708
H  -6.117  -1.888  -1.112
H  -4.455  -0.098  0.277
H  -3.174  1.546  -1.106
H  -3.015  0.119  -2.463
H  -4.384  1.436  -2.558
H  -5.927  1.890  -0.693
H  -6.545  0.705  -2.049
H  -7.003  0.322  -0.171
C  4.264  1.214  3.895
C  3.691  1.518  2.502
C  4.709  2.022  1.488
F  5.267  3.197  1.862
F  4.115  2.251  0.285
F  2.647  2.381  2.625
F  3.152  0.353  2.024
O  4.085  2.236  4.878
C  5.086  3.252  4.894
C  4.517  4.646  4.601
F  3.947  4.701  3.370
F  5.497  5.589  4.616
F  6.091  2.907  4.055
F  5.617  3.226  6.145
H  3.695  0.361  4.285
H  5.299  0.855  3.856
H  5.508  1.292  1.328
H  3.758  4.924  5.337

natural (NBO) population analysis, charges in e, atoms 1 to 2: -0.3575 -0.2437

***

[2]
A gas-phase ion, C3H9BrP (charge +1). Source: OMol25; level of theory: wB97M-V/def2-TZVPD.

## Properties
Net charge: +1
Energy above the lowest of the compared OMol25 structures with the same formula, charge and spin in kJ/mol: 13.43
Orbital gap in Ha: 0.3209
E_HOMO in eV: -14.815

Cartesian coordinates (Å):
C  1.377  0.530  1.084
C  -1.495  -0.058  0.723
C  0.167  -0.067  -1.760
P  0.015  0.610  -0.067
Br  -0.366  3.238  -0.038
H  2.223  0.970  0.711
H  1.605  -0.524  1.188
H  1.003  0.706  2.064
H  -1.498  0.469  1.672
H  -1.493  -1.125  0.958
H  -2.335  0.226  0.128
H  1.159  -0.191  -2.156
H  -0.451  0.587  -2.399
H  -0.285  -1.033  -1.685

natural (NBO) population analysis, charges in e, atoms 1 to 2: -0.9759 -0.9657

***

[3]
2 unconnected molecules or ions with the total composition C4H8O5. Source: OMol25; level of theory: wB97M-V/def2-TZVPD.

## Properties
Energy above the lowest of the compared OMol25 structures with the same formula, charge and spin in kJ/mol: 172.48
Orbital gap in Ha: 0.3963
E_HOMO in eV: -10.395
Structure (SMILES): O=COCCOC=O.O

Cartesian coordinates (Å):
O  -1.106  0.381  2.025
C  -0.611  0.453  0.898
O  -1.156  -0.146  -0.156
C  -0.530  -0.009  -1.431
C  0.251  -1.217  -1.836
O  1.702  -0.990  -1.727
C  2.280  -1.255  -0.535
O  3.419  -0.942  -0.217
H  0.294  1.020  0.604
H  -1.327  0.182  -2.175
H  0.091  0.905  -1.361
H  -0.014  -1.435  -2.889
H  -0.079  -2.076  -1.221
H  1.559  -1.734  0.156
O  -1.390  2.260  3.634
H  -1.556  1.548  2.975
H  -1.827  3.056  3.255

natural (NBO) population analysis, charges in e, atoms 1 to 2: -0.5826 0.6673

***

[4]
2 unconnected molecules or ions with the total composition C2H8NO. Source: OMol25; level of theory: wB97M-V/def2-TZVPD.

## Properties
Net charge: +1
Energy above the lowest of the compared OMol25 structures with the same formula, charge and spin in kJ/mol: 196.55
Orbital gap in Ha: 0.4140
E_HOMO in eV: -14.967

Cartesian coordinates (Å):
C  0.413  -0.910  -0.743
C  1.503  -0.101  -1.183
N  0.155  -0.740  0.717
H  -0.236  -1.552  -1.395
H  1.800  0.086  -2.298
H  2.361  0.223  -0.491
H  -0.684  -0.184  0.649
H  1.034  -0.437  1.149
H  -0.174  -1.556  1.227
H  -1.980  2.156  1.517
H  -2.359  1.616  0.003
O  -1.834  1.398  0.849

natural (NBO) population analysis, charges in e, atoms 1 to 2: -0.1083 -0.3498

***

[5]
A molecular structure, C14H32N6O6SV. Source: OMol25; level of theory: wB97M-V/def2-TZVPD.

## Properties
⟨S²⟩: 3.962
Energy above the lowest of the compared OMol25 structures with the same formula, charge and spin in kJ/mol: 387.90
Orbital gap (alpha / beta) in Ha: 0.2279 / 0.1967
E_HOMO (alpha / beta) in eV: -7.620 / -7.792
Spin multiplicity: 4

Cartesian coordinates (Å):
O  1.435  -1.059  -4.055
H  0.930  -0.602  -4.798
V  -0.197  -0.039  -2.358
N  -0.572  1.849  -1.304
N  1.599  0.901  -1.993
N  -1.500  -0.619  -0.737
N  0.583  -1.702  -1.573
O  -1.566  2.224  -0.436
O  -2.288  0.013  0.121
O  1.877  -2.098  -1.671
O  2.746  0.306  -1.956
C  1.599  2.268  -1.846
C  0.394  2.799  -1.368
C  -1.407  -1.947  -0.431
C  -0.266  -2.561  -0.983
C  0.280  4.241  -0.948
H  0.992  4.528  -0.158
H  -0.728  4.480  -0.606
H  0.497  4.871  -1.825
C  2.867  2.989  -2.083
H  3.286  2.709  -3.050
H  3.605  2.760  -1.317
H  2.712  4.068  -2.094
C  -2.413  -2.711  0.357
C  0.018  -4.013  -0.934
H  -3.171  -2.044  0.769
H  -1.973  -3.295  1.182
H  -2.907  -3.420  -0.325
H  0.909  -4.264  -1.506
H  -0.826  -4.560  -1.358
H  0.143  -4.373  0.088
H  -2.000  1.261  -0.074
H  2.368  -1.193  -1.905
C  -1.798  0.335  -3.448
H  -1.759  1.423  -3.521
H  -2.584  -0.377  -3.212
H  -1.039  -0.167  -4.235
O  -3.974  3.312  -1.764
H  -4.654  2.619  -1.893
H  -3.226  2.897  -1.275
C  -0.729  1.553  2.837
N  -0.077  0.315  3.241
C  0.344  0.334  4.643
C  0.813  -0.247  2.347
S  1.295  0.506  0.927
N  1.257  -1.499  2.670
C  0.368  -2.420  3.384
C  2.238  -2.132  1.801
H  -1.335  1.898  3.681
H  -1.372  1.368  1.977
H  0.000  2.325  2.558
H  0.728  -0.641  4.932
H  1.110  1.101  4.837
H  -0.542  0.573  5.241
H  -0.006  -3.215  2.708
H  0.925  -2.907  4.204
H  -0.480  -1.866  3.793
H  1.788  -2.458  0.852
H  3.009  -1.400  1.567
H  2.673  -2.995  2.321

natural (NBO) population analysis, charges in e, atoms 1 to 2: -1.1115 0.4139

***

[6]
2 unconnected molecules or ions with the total composition C8H18N2OS. Source: OMol25; level of theory: wB97M-V/def2-TZVPD.

## Properties
Net charge: +2
Energy above the lowest of the compared OMol25 structures with the same formula, charge and spin in kJ/mol: 0.00
Orbital gap (alpha / beta) in Ha: 0.3045 / 0.2052
E_HOMO (alpha / beta) in eV: -15.614 / -13.740

Cartesian coordinates (Å):
C  -3.029  0.349  -2.052
C  -2.787  -0.666  -1.241
C  -0.370  1.811  -0.711
C  0.101  1.244  0.551
C  2.401  0.557  0.907
C  -1.845  -1.652  -1.615
C  1.015  0.102  0.705
C  0.663  -0.964  -0.350
N  0.337  2.139  1.747
N  1.405  -2.335  -0.274
O  -1.223  1.217  0.243
S  -1.717  -3.243  -0.966
H  -3.729  1.186  -1.831
H  -2.396  0.300  -2.965
H  -3.456  -0.874  -0.367
H  -0.567  2.870  -0.720
H  -0.287  1.234  -1.647
H  2.732  1.222  0.092
H  2.565  1.221  1.740
H  3.117  -0.214  0.944
H  -1.488  -1.462  -2.636
H  0.762  -0.345  1.633
H  0.609  -0.618  -1.330
H  0.238  1.559  2.620
H  -0.395  2.865  1.757
H  1.209  2.739  1.689
H  0.655  -3.110  -0.368
H  1.740  -2.592  0.609
H  1.893  -2.532  -1.148
H  -2.798  -3.075  -0.139

natural (NBO) population analysis, charges in e, atoms 1 to 2: -0.2406 -0.3064

***

[7]
C5H4Cl2 in the gas phase. Source: OMol25; level of theory: wB97M-V/def2-TZVPD.

## Properties
Energy above the lowest of the compared OMol25 structures with the same formula, charge and spin in kJ/mol: 250.89
Orbital gap in Ha: 0.3599
E_HOMO in eV: -8.986
Structure (SMILES): C#C[C@H]1CC1(Cl)Cl

Cartesian coordinates (Å):
C  1.807  -1.580  0.853
C  1.054  -0.668  0.685
C  0.271  0.518  0.429
C  -0.261  0.899  -0.931
C  -1.293  0.140  -0.180
Cl  -1.607  -1.534  -0.406
Cl  -2.605  0.998  0.368
H  2.623  -2.225  0.794
H  0.450  1.107  1.280
H  -0.642  1.886  -1.074
H  0.202  0.459  -1.818

natural (NBO) population analysis, charges in e, atoms 1 to 2: -0.2307 -0.0091

***

[8]
9 unconnected molecules or ions with the total composition H19O9. Source: OMol25; level of theory: wB97M-V/def2-TZVPD.

## Properties
Net charge: +1
Energy above the lowest of the compared OMol25 structures with the same formula, charge and spin in kJ/mol: 392.01
Orbital gap in Ha: 0.3852
E_HOMO in eV: -13.756

Cartesian coordinates (Å):
O  9.420  0.339  10.099
H  8.905  -0.561  10.272
H  10.242  0.403  10.683
H  9.799  0.274  9.276
O  11.177  -1.847  9.858
H  11.769  -2.619  9.816
H  11.791  -1.047  10.026
O  7.951  -1.731  10.417
H  7.192  -2.038  10.050
H  7.939  -2.346  11.239
O  12.563  0.252  10.737
H  13.237  0.073  11.366
H  13.061  0.951  10.230
O  8.971  3.178  9.990
H  8.230  2.548  9.956
H  9.826  2.732  9.687
O  10.989  1.610  9.260
H  11.643  1.954  9.891
H  11.137  2.059  8.403
O  10.143  0.421  12.778
H  10.677  -0.104  13.485
H  9.902  1.062  13.397
O  9.301  -0.581  7.139
H  9.825  -0.901  6.451
H  8.901  0.184  6.725
O  10.757  -2.743  12.431
H  9.925  -3.069  12.495
H  10.628  -2.615  11.528

natural (NBO) population analysis, charges in e, atoms 1 to 2: -0.7989 0.5576

***

[9]
A molecular structure, C28H50GaN10. Source: OMol25; level of theory: wB97M-V/def2-TZVPD.

## Properties
Net charge: -1
Orbital gap in Ha: 0.2206
E_HOMO in eV: -4.394

Cartesian coordinates (Å):
C  0.267  1.634  2.472
C  -0.189  0.816  1.244
C  -1.719  0.637  1.113
C  -2.306  0.959  -0.275
C  -3.388  -0.020  -0.748
C  -2.956  -1.479  -0.947
C  -1.996  -1.697  -2.128
C  -0.492  -1.516  -1.821
Ga  0.601  -0.897  -3.442
H  -0.585  1.973  3.068
H  0.836  2.516  2.168
H  0.932  1.055  3.117
H  0.282  -0.170  1.282
H  0.187  1.277  0.326
H  -1.988  -0.389  1.386
H  -2.208  1.283  1.856
H  -1.512  1.011  -1.025
H  -2.754  1.961  -0.256
H  -3.761  0.347  -1.715
H  -4.233  0.015  -0.043
H  -3.876  -2.072  -1.083
H  -2.478  -1.877  -0.041
H  -2.137  -2.724  -2.491
H  -2.313  -1.047  -2.957
H  -0.107  -2.466  -1.423
H  -0.361  -0.768  -1.032
H  0.812  0.708  -3.340
H  2.054  -1.583  -3.467
H  -0.229  -1.278  -4.786
C  3.864  1.175  4.377
C  3.452  2.478  3.870
N  3.085  3.506  3.515
H  4.151  0.518  3.559
H  4.718  1.286  5.043
H  3.032  0.724  4.918
C  -3.188  2.341  -5.374
C  -2.312  2.374  -4.214
N  -1.626  2.388  -3.294
H  -3.460  3.362  -5.642
H  -2.675  1.866  -6.209
H  -4.081  1.765  -5.148
C  -2.233  2.159  5.786
C  -0.933  1.512  5.912
N  0.094  1.006  5.975
H  -2.890  1.545  5.172
H  -2.682  2.296  6.768
H  -2.112  3.130  5.307
C  5.155  -1.352  7.579
C  5.500  -1.447  6.165
N  5.770  -1.477  5.050
H  4.497  -2.170  7.866
H  6.059  -1.389  8.184
H  4.640  -0.408  7.762
C  1.180  -4.967  -2.875
C  1.849  -6.174  -3.349
N  2.409  -7.120  -3.686
H  0.833  -4.347  -3.700
H  0.331  -5.239  -2.248
H  1.911  -4.414  -2.282
C  5.727  -5.266  -1.875
C  4.722  -4.208  -1.901
N  3.938  -3.370  -1.932
H  6.053  -5.488  -2.890
H  6.583  -4.950  -1.282
H  5.302  -6.169  -1.441
C  -6.472  -1.078  -3.205
C  -5.502  -0.802  -4.258
N  -4.746  -0.569  -5.089
H  -6.715  -2.139  -3.199
H  -6.060  -0.796  -2.236
H  -7.369  -0.491  -3.393
C  8.082  1.622  8.130
C  8.010  0.451  8.997
N  7.939  -0.480  9.664
H  7.742  1.361  7.129
H  7.454  2.417  8.526
H  9.110  1.976  8.071
C  -8.703  1.856  -6.475
C  -8.117  1.878  -5.139
N  -7.634  1.873  -4.098
H  -7.918  1.709  -7.214
H  -9.419  1.040  -6.551
H  -9.212  2.797  -6.674
C  1.081  4.121  -3.256
C  2.081  4.576  -4.215
N  2.853  4.966  -4.972
H  0.817  3.075  -3.426
H  1.473  4.219  -2.244
H  0.182  4.728  -3.350

Löwdin population analysis, charges in e, atoms 1 to 2: -0.1109 -0.2362

***

[10]
A molecular structure, C18H26BrCrNO7PS. Source: OMol25; level of theory: wB97M-V/def2-TZVPD.

## Properties
Net charge: -1
⟨S²⟩: 6.026
Energy above the lowest of the compared OMol25 structures with the same formula, charge and spin in kJ/mol: 161.37
Orbital gap (alpha / beta) in Ha: 0.2506 / 0.2783
E_HOMO (alpha / beta) in eV: -4.143 / -4.899
Spin multiplicity: 5

Cartesian coordinates (Å):
Cr  2.143  0.475  -0.587
C  1.501  2.532  -0.164
C  2.520  3.205  0.546
C  2.443  2.831  1.885
C  1.385  1.938  2.038
C  0.805  1.712  0.773
H  1.084  2.879  -1.104
H  3.219  3.909  0.120
H  3.100  3.167  2.675
H  1.038  1.526  2.973
H  -0.188  1.305  0.627
C  -5.868  2.164  -3.277
C  -5.043  1.389  -2.294
C  -5.398  0.093  -1.943
C  -4.627  -0.628  -1.051
C  -3.494  -0.053  -0.507
C  -3.117  1.235  -0.842
C  -3.894  1.948  -1.735
S  -2.522  -1.028  0.621
O  -3.126  -2.335  0.722
O  -2.301  -0.325  1.856
N  -1.065  -1.124  -0.162
C  -0.990  -2.142  -1.189
C  0.185  -1.874  -2.118
C  0.068  -0.408  -2.625
O  -0.722  -0.161  -3.527
O  0.793  0.444  -2.028
H  -6.709  1.572  -3.631
H  -5.255  2.439  -4.134
H  -6.253  3.080  -2.827
H  -6.280  -0.360  -2.375
H  -4.889  -1.635  -0.769
H  -2.225  1.662  -0.410
H  -3.607  2.951  -2.016
H  -0.271  -1.072  0.459
H  -1.927  -2.073  -1.746
H  -0.926  -3.149  -0.746
H  0.156  -2.548  -2.973
H  1.122  -2.015  -1.576
C  4.316  -3.227  0.974
O  3.871  -2.291  1.941
P  2.707  -1.172  1.576
O  3.617  0.104  1.108
C  4.788  0.536  1.794
O  2.525  -0.719  3.130
C  1.459  -1.230  3.898
H  5.001  -3.901  1.492
H  4.830  -2.731  0.148
H  3.477  -3.795  0.565
H  5.583  0.642  1.053
H  5.069  -0.201  2.545
H  4.587  1.501  2.261
H  1.499  -0.722  4.862
H  1.570  -2.307  4.047
H  0.493  -1.027  3.428
Br  3.741  -0.984  -1.755

natural (NBO) population analysis, charges in e, atoms 1 to 2: 1.0487 -0.4666

***

What strongest force on any atom values result from the calculations? In sequence: 0.1711, 0.0680, 0.0771, 0.1045, 0.0831, 0.0989, 0.0715, 0.1065, 0.0077, 0.0295 Eh/bohr.